{
  "formula": "C31H43N4O3S5SeTl",
  "method": "wB97M-V/def2-TZVPD",
  "gap_ev": 7.61,
  "multiplicity": 1,
  "energy_ev": -169163.573,
  "homo_ev": -7.35,
  "charge": 0,
  "symbols": ["Tl", "Se", "S", "S", "S", "S", "S", "O", "O", "O", "N", "N", "N", "N", "C", "C", "C", "C", "C", "C", "C", "C", "C", "C", "C", "C", "C", "C", "C", "C", "C", "C", "C", "C", "C", "C", "C", "C", "C", "C", "C", "C", "C", "C", "C", "H", "H", "H", "H", "H", "H", "H", "H", "H", "H", "H", "H", "H", "H", "H", "H", "H", "H", "H", "H", "H", "H", "H", "H", "H", "H", "H", "H", "H", "H", "H", "H", "H", "H", "H", "H", "H", "H", "H", "H", "H", "H", "H"],
  "positions_angstrom": [[-1.212057, -0.261079, 0.017046], [0.189267, 4.540941, 1.728464], [-1.296285, 0.171262, 3.450189], [1.273573, -1.761999, 2.106946], [-0.966032, -0.159557, -4.226537], [2.237613, -2.481108, -1.160825], [2.782664, 0.407171, 4.524755], [-3.275745, -1.861464, 1.578505], [0.886269, -1.837799, -1.247664], [-1.703633, -0.228679, -2.922262], [-3.414285, 5.004111, 1.068752], [-4.246069, 4.224886, -0.960716], [0.411918, 1.968104, 0.268867], [-2.951678, 1.806614, -0.556966], [-4.308656, 3.232007, -1.849867], [5.495312, -0.636628, 0.348679], [-0.178981, -2.405880, 2.967762], [2.850318, -2.555300, -2.869989], [0.539236, 1.661533, -2.820589], [-0.820343, -1.485739, 4.001780], [-3.653565, 2.032269, -1.677253], [5.014380, 0.638695, 0.627877], [2.560207, -1.314781, -3.725636], [-2.896911, 2.764014, 0.342389], [1.082615, 0.994266, 4.787441], [2.653262, -1.399059, 4.584935], [-4.302992, -1.183845, 2.298921], [3.350171, -1.230901, -0.527766], [-5.364185, -2.874176, 1.018336], [0.258922, 1.128853, -4.066136], [-5.418381, -2.209045, 2.400316], [2.633476, -2.116804, 3.238333], [-3.915614, -2.631401, 0.554673], [1.789063, 2.653168, -5.097977], [1.492444, -1.572494, -4.796528], [4.658888, -1.584209, -0.220337], [0.227484, 1.157116, 3.527435], [-3.525877, 4.006816, 0.130559], [2.860907, 0.033588, -0.253513], [1.461588, 2.691866, -2.711289], [3.701554, 0.971812, 0.331732], [0.317940, 2.979928, 0.840607], [0.071930, -1.667481, -4.244081], [2.094001, 3.177362, -3.847433], [0.854443, 1.634632, -5.214747], [0.075495, -3.366955, 3.423519], [-4.629494, -0.294993, 1.742994], [-3.340686, -3.549247, 0.432016], [0.065121, -1.966382, -3.195620], [-3.648326, 1.250501, -2.424100], [3.541471, -1.733583, 5.126430], [2.262684, 3.052808, -5.985270], [2.812364, 3.982530, -3.763038], [1.726035, -2.514539, -5.300887], [-3.889051, -0.862989, 3.254385], [3.484786, -1.003664, -4.214314], [1.225392, 1.971253, 5.250690], [-2.528556, 5.014475, 1.563237], [2.255145, -0.483124, -3.087849], [2.675118, -3.197657, 3.400991], [1.557124, -0.804747, -5.568345], [0.820991, 0.974360, 2.638269], [6.517317, -0.897094, 0.591949], [3.522192, -1.837339, 2.667471], [-4.892173, 3.418302, -2.744200], [3.916945, -2.766569, -2.780250], [0.581128, 1.249106, -6.190223], [0.611307, 0.367589, 5.544279], [-5.609903, -3.933775, 1.057668], [1.800285, -1.674395, 5.203049], [-0.533244, -2.370664, -4.818009], [-6.065851, -2.395840, 0.335415], [1.826350, 0.278703, -0.454331], [3.310040, 1.952177, 0.571838], [1.663073, 3.111932, -1.734138], [-3.702527, 5.907303, 0.725878], [5.016266, -2.590985, -0.407112], [-6.387253, -1.762800, 2.619611], [-0.204720, -1.388064, 4.893739], [-2.316247, 2.594310, 1.242690], [0.029561, 1.297138, -1.940630], [-0.908133, -2.601300, 2.180066], [-3.889689, -2.079517, -0.391302], [2.376778, -3.448502, -3.284633], [-1.759220, -1.940104, 4.328078], [-5.182998, -2.927542, 3.186738], [-0.146668, 2.180627, 3.460961], [5.663606, 1.367644, 1.095067]],
  "forces_ev_per_angstrom": [[0.06, -0.08, -0.09], [0.00, -0.01, 0.02], [0.06, 0.01, 0.06], [-0.04, 0.06, -0.01], [0.00, 0.01, 0.09], [-0.11, 0.14, 0.00], [-0.02, -0.02, -0.01], [-0.04, -0.06, 0.01], [0.04, -0.09, -0.02], [-0.05, -0.01, -0.04], [-0.02, -0.09, -0.09], [-0.05, 0.02, -0.02], [-0.16, -0.02, 0.14], [0.01, 0.03, 0.04], [0.00, 0.00, -0.02], [0.01, -0.01, 0.01], [0.03, 0.03, 0.01], [-0.02, 0.03, -0.01], [-0.03, 0.00, -0.01], [-0.02, -0.04, -0.03], [0.03, -0.04, 0.02], [0.01, 0.00, 0.00], [-0.01, -0.01, 0.00], [0.04, 0.00, -0.02], [0.02, 0.05, -0.02], [0.04, 0.01, -0.03], [0.01, 0.04, 0.02], [0.06, 0.00, 0.00], [-0.01, 0.00, -0.01], [0.04, 0.00, -0.02], [0.00, 0.00, 0.00], [-0.04, 0.02, 0.06], [0.01, 0.00, 0.00], [-0.01, -0.01, -0.01], [0.02, -0.03, 0.01], [-0.01, 0.02, 0.00], [0.04, -0.05, 0.07], [0.07, 0.14, 0.09], [-0.03, -0.06, -0.02], [0.00, 0.00, 0.00], [-0.02, -0.01, -0.01], [0.04, 0.10, -0.06], [-0.02, -0.02, -0.03], [0.00, -0.01, -0.01], [0.02, 0.04, 0.01], [-0.02, -0.01, 0.02], [0.01, 0.01, 0.01], [-0.01, 0.00, 0.00], [0.00, -0.01, 0.04], [-0.04, -0.01, 0.00], [-0.01, 0.00, 0.00], [0.00, 0.00, 0.00], [0.00, 0.00, 0.00], [0.00, 0.01, -0.01], [-0.04, -0.01, -0.04], [0.00, -0.01, 0.00], [0.00, 0.00, -0.01], [-0.02, -0.01, 0.00], [-0.01, 0.03, 0.01], [0.01, 0.00, 0.01], [0.01, 0.01, 0.01], [0.03, -0.03, 0.00], [0.00, 0.00, 0.00], [0.00, 0.00, -0.02], [0.00, 0.00, 0.01], [0.02, 0.00, -0.01], [0.00, 0.01, 0.00], [0.00, 0.02, 0.02], [0.00, 0.00, 0.00], [-0.02, -0.01, 0.01], [0.01, -0.01, 0.01], [0.00, 0.00, 0.00], [0.09, -0.01, -0.01], [-0.01, 0.00, 0.00], [0.02, -0.01, -0.02], [0.00, 0.01, 0.00], [0.01, 0.00, 0.00], [0.00, 0.00, 0.00], [0.00, -0.01, -0.01], [-0.04, -0.02, 0.02], [0.03, 0.03, -0.08], [0.01, -0.01, 0.00], [0.01, 0.00, 0.00], [0.00, -0.01, 0.00], [-0.01, 0.00, -0.01], [0.00, 0.00, 0.00], [0.02, -0.02, 0.00], [0.00, 0.00, 0.00]]
}